Computed, not measured: a 10-piece molecular cluster, C42H104O30S6 overall in a non-equilibrium geometry, with ωB97M-V/def2-TZVPD.

Geometry as ORCA input:
```
! RIJCOSX wB97M-V def2-TZVPD def2/J DEFGRID3
* xyz 0 1
O 0.4105 -6.7899 1.2974
S 1.0064 -5.4727 1.6330
O 1.0302 -5.0925 3.0491
O 2.5054 -5.3659 0.9770
C 3.3962 -4.3736 1.4409
C 3.8701 -3.7483 0.1448
C 0.0420 -4.1371 0.6190
H 4.2479 -4.7807 1.9859
H 2.8753 -3.5917 1.9937
H 3.0617 -3.3259 -0.4521
H 4.4011 -4.4447 -0.5040
H 4.5507 -2.9276 0.3716
H 0.4048 -3.1708 0.9691
H -1.0260 -4.1502 0.8368
H 0.3085 -4.3518 -0.4159
O 7.6813 5.0155 -3.6943
S 8.3985 5.5998 -2.5085
O 8.1175 6.9941 -2.0819
O 8.1125 4.6075 -1.1467
C 8.5288 3.2616 -1.2363
C 8.8634 2.6330 0.1239
C 10.2205 5.4994 -2.7783
H 9.4321 3.3071 -1.8447
H 7.8609 2.7070 -1.8955
H 9.1610 1.5846 0.1447
H 8.0850 2.8218 0.8632
H 9.8088 3.0116 0.5124
H 10.6946 5.6900 -1.8156
H 10.4699 6.2572 -3.5211
H 10.5756 4.5308 -3.1304
O -9.9593 -3.3438 4.4363
S -11.3592 -3.0775 4.6726
O -12.3894 -3.8624 3.9539
O -11.6693 -3.2583 6.3004
C -12.9964 -2.9648 6.7401
C -13.1365 -3.1284 8.2258
C -11.6876 -1.3163 4.4647
H -13.7242 -3.5564 6.1848
H -13.2311 -1.9223 6.5254
H -14.1677 -2.9113 8.5044
H -12.5993 -2.3780 8.8058
H -12.9503 -4.1335 8.6042
H -11.5646 -1.0683 3.4104
H -11.0334 -0.7501 5.1276
H -12.7263 -1.0187 4.6084
O 1.7885 -8.1499 -6.6884
S 3.0125 -8.5500 -6.0097
O 3.3288 -9.9044 -5.6386
O 4.3135 -7.9464 -6.8278
C 5.5748 -8.1590 -6.2973
C 6.5581 -7.9780 -7.4085
C 3.1688 -7.4809 -4.4627
H 5.6605 -9.2104 -6.0232
H 5.8429 -7.4613 -5.5039
H 7.5895 -7.9551 -7.0568
H 6.4919 -7.0914 -8.0391
H 6.4473 -8.8676 -8.0286
H 2.2404 -7.7431 -3.9552
H 3.1329 -6.3976 -4.5779
H 4.0415 -7.7810 -3.8827
O 6.4806 -2.2102 -9.4754
S 7.3049 -1.4697 -8.4901
O 7.2644 -1.8031 -7.0369
O 8.9231 -1.5334 -8.9371
C 9.2509 -1.4861 -10.3272
C 10.2243 -2.6117 -10.6413
C 6.9933 0.4432 -8.7698
H 9.6077 -0.4685 -10.4860
H 8.3678 -1.5582 -10.9620
H 9.7593 -3.5755 -10.4339
H 11.1925 -2.5340 -10.1467
H 10.4980 -2.7367 -11.6890
H 5.9290 0.6204 -8.6153
H 7.1935 0.6561 -9.8199
H 7.6370 1.0358 -8.1197
O -7.6011 2.9908 -2.9037
S -7.6098 1.6641 -3.5180
O -8.7372 0.7903 -3.3159
O -7.3681 1.8649 -5.1100
C -7.6056 0.7107 -5.9450
C -6.5772 0.8859 -7.0595
C -6.0653 0.7686 -3.1963
H -8.5924 0.8335 -6.3913
H -7.4639 -0.2383 -5.4278
H -6.8967 0.5185 -8.0347
H -5.6547 0.4159 -6.7186
H -6.3099 1.9395 -7.1407
H -6.2317 -0.2974 -3.3516
H -5.6954 0.9225 -2.1826
H -5.3232 1.0860 -3.9289
C 0.4039 7.4814 4.1439
O -0.1459 6.7271 5.2400
C 0.4621 7.0737 6.5118
C -0.1393 6.1864 7.5995
O -1.5421 6.4066 7.7941
C -2.1407 5.4222 8.6250
C -3.6548 5.4609 8.5944
O -4.0416 6.7247 9.0899
C -5.4831 6.9122 9.3105
H 0.2047 8.5527 4.1169
H 0.1355 7.1426 3.1432
H 1.4759 7.2846 4.1372
H 0.3333 8.1154 6.8056
H 1.5389 6.9063 6.5371
H 0.3750 6.3162 8.5517
H -0.0079 5.1411 7.3198
H -1.6268 5.5570 9.5768
H -1.9045 4.3961 8.3435
H -4.0521 4.6089 9.1461
H -4.0174 5.2916 7.5805
H -5.9500 6.5580 8.3914
H -5.6616 7.9642 9.5327
H -5.8826 6.3221 10.1353
C -2.7991 0.3233 2.8695
O -1.4449 0.2550 2.5255
C -1.0314 1.5599 2.0893
C 0.5046 1.5166 1.7280
O 0.7006 0.9146 0.3960
C 0.6426 1.7422 -0.7207
C 0.7042 0.9389 -2.0500
O -0.3634 0.0000 -2.1066
C -0.1846 -0.9301 -3.2149
H -2.9709 0.9885 3.7157
H -3.2838 -0.6404 3.0260
H -3.3296 0.7370 2.0119
H -1.2441 2.3347 2.8258
H -1.6623 1.7474 1.2204
H 0.9317 0.8185 2.4480
H 1.1532 2.3851 1.8422
H 1.4250 2.5011 -0.7156
H -0.2829 2.3058 -0.8385
H 1.6344 0.3729 -2.0993
H 0.6567 1.6689 -2.8580
H 0.8693 -1.1447 -3.3920
H -0.5507 -0.4387 -4.1163
H -0.7150 -1.8725 -3.0778
C 4.4161 2.7808 13.8892
O 3.0730 2.2093 13.9266
C 2.0270 3.1085 13.6359
C 0.6854 2.3658 13.7589
O 0.4093 1.5138 12.6650
C -0.5880 0.5824 12.9213
C -0.7057 -0.4547 11.7593
O 0.5786 -1.0620 11.5505
C 0.5872 -1.7807 10.2978
H 5.1204 2.0781 13.4442
H 4.7150 3.0476 14.9029
H 4.4889 3.6655 13.2567
H 2.2205 3.5201 12.6453
H 1.9358 3.8937 14.3863
H -0.1627 3.0283 13.9319
H 0.7753 1.7454 14.6506
H -1.5031 1.1743 12.9395
H -0.4026 0.0179 13.8351
H -1.1590 0.0216 10.8899
H -1.3657 -1.1825 12.2314
H 0.4612 -1.0570 9.4926
H -0.1562 -2.5652 10.1557
H 1.5752 -2.2139 10.1420
C -1.5085 2.4343 -9.4059
O -0.6573 1.2236 -9.4997
C -0.5547 0.7904 -10.8545
C -1.8032 0.0991 -11.4583
O -2.4361 -0.9809 -10.7272
C -1.8528 -2.3042 -10.9398
C -2.4040 -3.2811 -9.9968
O -3.7998 -3.2567 -9.8581
C -4.3531 -4.3637 -9.0723
H -1.4718 2.7445 -8.3616
H -2.5166 2.1283 -9.6856
H -1.1335 3.2878 -9.9707
H 0.3045 0.1207 -10.8164
H -0.1789 1.6138 -11.4620
H -1.6195 -0.2492 -12.4747
H -2.5843 0.8581 -11.5012
H -0.7650 -2.2823 -10.8741
H -2.0860 -2.5643 -11.9723
H -2.0069 -3.1109 -8.9960
H -2.0565 -4.2489 -10.3584
H -5.4322 -4.2364 -8.9873
H -3.9840 -4.2837 -8.0498
H -4.1504 -5.2668 -9.6481
*
```

ΔE to the lowest compared entry with this formula, charge and spin in kcal per mole: 87.7
SMILES: CCOS(C)(=O)=O.CCOS(C)(=O)=O.CCOS(C)(=O)=O.CCOS(C)(=O)=O.CCOS(C)(=O)=O.CCOS(C)(=O)=O.COCCOCCOC.COCCOCCOC.COCCOCCOC.COCCOCCOC
Calculated total energy in eV: -171660.8018
HOMO-LUMO gap in eV: 9.60
HOMO in eV: -9.5382

Atomic partial charges in e from the Löwdin method, atoms 1 to 6: -0.32, 0.70, -0.32, -0.28, -0.28, -0.08

---

Computed, not measured: C42H105F2N8O22S3Sn2 as an isolated structure in a non-equilibrium geometry, with ωB97M-V/def2-TZVPD.

Geometry as ORCA input:
```
! RIJCOSX wB97M-V def2-TZVPD def2/J DEFGRID3
* xyz 1 1
Sn -1.0185 0.0757 -4.6086
Sn 5.8035 3.1428 2.3467
S 0.1355 0.5322 1.4478
O -0.8629 1.3432 2.1693
O 1.1756 0.0400 2.3343
O -0.5032 -0.5367 0.7217
O 0.7524 1.4011 0.4534
N 7.8288 1.9428 -3.0251
S 8.3934 2.5381 -4.3150
O 7.6098 3.4893 -5.0356
O 9.4706 1.8438 -5.0324
F 9.2991 3.5638 -3.4371
S 6.9436 0.8789 -4.0033
O 7.6797 -0.2482 -4.6464
O 5.7314 1.3942 -4.6400
F 6.2675 0.1666 -2.7496
C 4.0281 4.0231 7.6642
O 3.5541 5.0623 6.7832
C 2.1648 5.2978 6.9393
C 1.7597 6.6299 6.2623
N 1.9000 6.5910 4.7892
C 1.2800 7.8084 4.2528
C 1.7718 9.1509 4.8394
O 3.1915 9.2900 4.7698
C 3.8252 10.3349 5.4433
H 5.0921 4.2589 7.6445
H 3.8821 2.9738 7.4079
H 3.5952 4.0985 8.6617
H 1.9351 5.4939 7.9866
H 1.6196 4.4032 6.6385
H 2.2826 7.4179 6.8043
H 0.7566 6.8604 6.6212
H 1.2780 5.8368 4.5356
H 0.2124 7.6579 4.4129
H 1.4117 7.8000 3.1708
H 1.4133 9.1898 5.8680
H 1.1676 9.8638 4.2782
H 4.8707 10.3044 5.1364
H 3.7555 10.2901 6.5301
H 3.6083 11.3608 5.1457
C 15.8838 -0.0443 -0.3698
O 14.9950 0.4605 0.6624
C 13.9742 1.3188 0.1110
C 13.0687 1.7495 1.2474
N 11.8609 0.9814 1.4523
C 12.3307 -0.3574 1.9897
C 11.1608 -1.4182 2.0213
O 10.2342 -1.1740 3.0557
C 9.1470 -2.1036 3.0828
H 16.4277 0.7692 -0.8500
H 15.4571 -0.5417 -1.2408
H 16.6738 -0.6211 0.1110
H 13.3871 0.7992 -0.6463
H 14.4076 2.2023 -0.3578
H 12.7433 2.7885 1.1958
H 13.6432 1.8172 2.1712
H 11.2979 0.8850 0.6193
H 12.6900 -0.3765 3.0186
H 13.0694 -0.8423 1.3515
H 11.5638 -2.4190 2.1763
H 10.6925 -1.3976 1.0372
H 9.4695 -3.1244 3.2879
H 8.5686 -2.0340 2.1616
H 8.4791 -1.9117 3.9226
C 1.5659 -4.4825 -4.6995
O 1.4603 -3.7991 -5.9710
C 1.6681 -4.6204 -7.1051
C 1.3621 -3.9776 -8.4674
N 0.0542 -3.3042 -8.4885
C 0.0501 -2.5743 -9.7924
C -1.2922 -1.8327 -10.0095
O -1.3710 -0.8975 -8.9999
C -2.5475 -0.0915 -9.1132
H 1.0723 -3.8919 -3.9278
H 2.5590 -4.7350 -4.3278
H 1.0594 -5.4465 -4.7490
H 1.0010 -5.4800 -7.0403
H 2.6852 -4.9837 -7.2525
H 1.4407 -4.7347 -9.2477
H 2.2299 -3.3298 -8.5913
H -0.6828 -3.9795 -8.6325
H 0.1127 -3.2456 -10.6489
H 0.8622 -1.8512 -9.8676
H -2.1640 -2.4853 -9.9622
H -1.2621 -1.4023 -11.0104
H -2.5421 0.3890 -10.0916
H -2.5309 0.6392 -8.3046
H -3.5016 -0.6095 -9.0157
C -3.4507 -8.4864 4.4771
O -2.6018 -7.4268 4.1536
C -1.8178 -6.8710 5.1973
C -1.2125 -5.5844 4.6138
N -0.1175 -5.0201 5.4179
C -0.3884 -4.7896 6.8243
C -1.6800 -3.9073 6.9800
O -1.9619 -3.6974 8.4016
C -1.3059 -2.6379 9.0774
H -4.1674 -8.3257 5.2824
H -2.8154 -9.3335 4.7355
H -3.9638 -8.7754 3.5598
H -1.0033 -7.5390 5.4776
H -2.3417 -6.7468 6.1450
H -1.9726 -4.8280 4.4185
H -0.9121 -5.9142 3.6193
H 0.0485 -4.1070 5.0192
H 0.4718 -4.3052 7.2864
H -0.5137 -5.6849 7.4332
H -2.6241 -4.3436 6.6539
H -1.6152 -2.9819 6.4077
H -1.8191 -1.7117 8.8187
H -0.2592 -2.5524 8.7856
H -1.4643 -2.7539 10.1496
C -5.9460 4.5562 8.9255
O -6.8554 3.7340 8.2199
C -6.4109 3.3578 6.9073
C -7.4836 2.4915 6.1440
N -7.0161 2.2907 4.7828
C -7.4046 1.0079 4.1824
C -8.9608 0.8004 4.0742
O -9.4819 0.3454 5.2978
C -10.8806 0.2938 5.3453
H -5.7475 5.4980 8.4138
H -5.0413 3.9561 9.0238
H -6.3019 4.8203 9.9213
H -5.4842 2.8041 7.0580
H -6.0247 4.1764 6.3001
H -8.4708 2.9409 6.2509
H -7.5163 1.6408 6.8247
H -6.0073 2.3389 4.7725
H -6.8946 0.1522 4.6249
H -6.9905 1.0393 3.1746
H -9.1879 0.1664 3.2171
H -9.3299 1.7728 3.7483
H -11.2226 1.3217 5.2255
H -11.2527 -0.1582 6.2647
H -11.2784 -0.3060 4.5267
C -8.9976 -5.6780 -3.0111
O -7.6464 -5.3436 -3.3742
C -6.5877 -6.0172 -2.5661
C -5.2779 -5.3932 -3.1649
N -5.1646 -5.4761 -4.6189
C -4.7846 -6.8539 -5.0370
C -5.5534 -7.2668 -6.2708
O -5.1181 -6.3631 -7.3265
C -5.3697 -6.8571 -8.6558
H -9.2975 -6.6136 -3.4830
H -9.6851 -4.8899 -3.3184
H -8.9603 -5.8164 -1.9306
H -6.5205 -7.1022 -2.6467
H -6.5349 -5.6238 -1.5510
H -4.3892 -5.8160 -2.6964
H -5.2821 -4.3445 -2.8679
H -6.1125 -5.3544 -4.9458
H -4.9485 -7.6433 -4.3035
H -3.7166 -6.9285 -5.2417
H -6.6208 -7.1629 -6.0761
H -5.2372 -8.2720 -6.5497
H -6.4122 -6.7662 -8.9609
H -5.0827 -7.8884 -8.8608
H -4.7838 -6.3079 -9.3928
C -0.1523 4.4818 -7.9096
O -0.5631 4.4782 -6.5710
C -0.6273 5.7491 -5.9917
C -1.2683 5.8104 -4.6014
N -2.6116 5.2426 -4.7297
C -3.2342 4.9853 -3.4284
C -4.5721 4.3152 -3.4836
O -4.3753 3.0607 -4.1233
C -5.5712 2.3807 -4.4900
H -0.1200 3.4874 -8.3549
H 0.8713 4.8563 -7.9194
H -0.7480 5.1216 -8.5608
H -1.0886 6.4549 -6.6824
H 0.3317 6.2159 -5.7667
H -1.3261 6.8543 -4.2933
H -0.6582 5.2430 -3.8986
H -3.2829 5.8753 -5.1409
H -3.4090 5.9441 -2.9403
H -2.6098 4.3706 -2.7802
H -5.1734 4.9975 -4.0843
H -4.9064 4.2763 -2.4469
H -5.3651 1.5646 -5.1826
H -6.3457 3.0764 -4.8127
H -6.0086 1.9741 -3.5781
*
```

Calculated total energy in eV: -151786.8385
HOMO-LUMO gap in eV: 1.49
HOMO in eV: -9.8009

Atomic partial charges in e from the Löwdin method, atoms 1 to 6: 1.27, 1.16, 0.21, -0.19, -0.20, -0.19